Entry 1:
Below is a molecular structure, C25H48N4SbSi3V at a distorted geometry, with properties calculated with ωB97M-V/def2-TZVPD.

Values from the calculation:
multiplicity	2
gap between HOMO and LUMO (spin up / spin down)	6.85 / 7.24	eV
total charge	+3
<S²>	0.853
highest occupied orbital energy (spin up / spin down)	-17.14 / -17.12	eV

```
82
Properties=species:S:1:pos:R:3:mulliken_charge:R:1
V -1.144 0.965 0.909 -1.00
N -1.061 -0.036 2.803 -0.24
C -2.111 -1.049 3.157 -0.34
C -3.460 -0.388 3.341 -1.38
C -4.024 0.198 2.064 -0.12
N -3.182 1.324 1.540 -0.54
H -0.146 -0.481 2.885 -0.08
H -1.058 0.666 3.547 0.38
H -1.802 -1.567 4.064 0.53
H -2.142 -1.782 2.348 0.23
H -3.407 0.378 4.123 0.35
H -4.162 -1.137 3.711 0.43
H -5.037 0.567 2.226 0.47
H -4.067 -0.564 1.284 0.06
H -3.210 2.081 2.227 0.38
H -3.657 1.711 0.725 0.26
C -0.045 -2.009 -2.280 -1.09
Sb -0.028 -1.377 -0.257 0.09
C -1.717 0.433 -0.795 1.97
C -1.406 1.853 -1.200 -0.29
C -1.308 2.382 -2.476 -0.34
C -1.087 3.745 -2.612 -0.64
C -0.943 4.548 -1.485 -1.12
C -1.017 3.964 -0.239 -0.11
N -1.255 2.653 -0.112 0.01
Si -3.182 -0.438 -1.755 0.47
C -3.473 -2.127 -1.029 -1.16
C -2.880 -0.479 -3.578 -1.40
C -4.602 0.725 -1.431 -1.22
C 1.980 -0.688 0.103 2.30
C 1.959 0.418 1.104 -1.99
C 3.070 0.686 1.922 -0.88
C 3.077 1.729 2.816 -0.84
C 1.957 2.561 2.910 -1.54
C 0.905 2.272 2.090 -0.26
N 0.874 1.221 1.227 1.67
Si 2.984 -0.028 -1.443 -0.03
C 3.470 -1.407 -2.581 -0.94
C 1.889 1.212 -2.295 -0.76
C 4.498 0.864 -0.857 -1.17
Si 2.745 -2.325 0.874 0.21
C 2.137 -2.397 2.637 -1.05
C 2.008 -3.778 -0.042 -1.31
C 4.590 -2.418 0.799 -1.03
H -1.000 -2.481 -2.492 0.40
H 0.750 -2.743 -2.376 0.47
H 0.137 -1.170 -2.944 0.27
H -1.420 1.743 -3.338 0.49
H -1.027 4.184 -3.600 0.56
H -0.776 5.613 -1.570 0.52
H -0.900 4.541 0.670 0.59
H -3.347 -2.902 -1.788 0.51
H -4.508 -2.196 -0.683 0.49
H -2.837 -2.392 -0.182 0.29
H -1.906 -0.845 -3.898 0.44
H -3.063 0.493 -4.039 0.39
H -3.631 -1.162 -3.989 0.44
H -4.328 1.783 -1.485 0.38
H -5.121 0.528 -0.491 0.36
H -5.338 0.570 -2.225 0.52
H 3.940 0.054 1.831 0.40
H 3.944 1.908 3.438 0.56
H 1.923 3.409 3.579 0.54
H 0.022 2.910 2.110 0.51
H 2.643 -1.858 -3.128 0.34
H 4.028 -2.195 -2.075 0.29
H 4.145 -0.981 -3.329 0.51
H 1.072 0.746 -2.850 0.15
H 2.480 1.784 -3.015 0.61
H 1.471 1.927 -1.580 0.10
H 5.148 0.269 -0.215 0.33
H 4.271 1.803 -0.350 0.36
H 5.080 1.116 -1.749 0.46
H 1.043 -2.447 2.689 0.22
H 2.489 -1.559 3.242 0.36
H 2.504 -3.307 3.118 0.56
H 0.927 -3.920 0.082 0.40
H 2.454 -4.680 0.387 0.56
H 2.242 -3.782 -1.106 0.43
H 5.097 -1.770 1.515 0.41
H 4.996 -2.223 -0.193 0.34
H 4.864 -3.445 1.058 0.51
```


Entry 2:
Below is a molecular structure, C25H48O3P2SV at a distorted geometry, with properties calculated with ωB97M-V/def2-TZVPD.

Values from the calculation:
multiplicity	2
gap between HOMO and LUMO (spin up / spin down)	4.50 / 5.10	eV
total charge	+2
<S²>	0.819
highest occupied orbital energy (spin up / spin down)	-13.39 / -13.39	eV

```
80
Properties=species:S:1:pos:R:3:mulliken_charge:R:1
V -0.602 0.212 -0.244 -0.54
C -1.999 1.646 0.283 0.49
C -2.530 0.783 -0.740 1.08
C -2.011 -0.518 1.116 0.41
C -1.740 0.850 1.440 1.02
C -2.533 -0.561 -0.218 1.20
C -1.957 3.132 0.247 -1.72
H -1.609 3.516 -0.717 0.28
H -1.306 3.533 1.034 0.32
H -2.970 3.527 0.416 0.40
C -1.627 1.344 2.837 -0.91
H -1.542 2.433 2.899 0.54
H -0.748 0.881 3.309 -0.11
H -2.504 1.042 3.431 0.34
C -2.002 -1.601 2.134 -1.07
H -2.890 -1.495 2.781 0.43
H -1.121 -1.518 2.789 0.06
H -2.022 -2.599 1.681 0.46
C -3.147 -1.756 -0.853 -1.43
H -4.203 -1.567 -1.099 0.35
H -3.092 -2.615 -0.175 0.41
H -2.635 -2.033 -1.780 0.06
C -3.215 1.274 -1.958 -1.48
H -4.111 1.857 -1.700 0.38
H -3.527 0.435 -2.588 0.45
H -2.563 1.947 -2.531 0.15
C 1.385 0.543 -2.244 0.49
C 0.253 1.313 -2.454 0.47
C -0.289 1.481 -3.863 -1.54
C -1.201 0.343 -4.363 -1.68
C -1.226 -0.868 -3.479 -0.38
C -0.140 -1.636 -3.298 -0.24
C 1.173 -1.358 -3.980 -1.35
C 2.036 -0.220 -3.365 -1.94
H 0.555 1.578 -4.564 0.38
H -0.873 0.033 -5.370 0.63
H -0.836 2.437 -3.931 0.59
H 2.319 0.476 -4.171 0.53
H 2.067 0.754 -1.404 -0.17
H 0.001 2.154 -1.781 0.42
H 2.994 -0.650 -3.034 0.49
H 1.759 -2.294 -3.997 0.43
H -0.219 -2.640 -2.884 0.85
H 0.983 -1.107 -5.038 0.43
H -2.225 0.724 -4.489 0.33
H -2.227 -1.218 -3.237 1.13
P 1.479 1.829 0.990 1.44
C 1.361 2.845 2.507 -1.04
H 2.291 3.419 2.626 0.61
H 1.228 2.190 3.377 -0.03
H 0.519 3.549 2.442 0.37
C 3.079 0.969 1.209 -1.08
H 3.839 1.696 1.524 0.58
H 3.399 0.500 0.270 0.41
H 2.975 0.201 1.987 0.14
C 1.906 3.168 -0.191 -1.22
H 2.141 2.774 -1.185 0.36
H 2.769 3.722 0.201 0.55
H 1.046 3.847 -0.281 0.35
P 0.704 -2.282 0.271 1.15
C -0.209 -3.694 -0.460 -1.33
H 0.484 -4.532 -0.616 0.59
H -0.666 -3.418 -1.413 0.03
H -1.012 -4.013 0.216 0.40
C 2.239 -2.144 -0.694 -0.89
H 1.988 -1.834 -1.713 -0.33
H 2.773 -3.100 -0.739 0.68
H 2.885 -1.380 -0.243 0.25
C 1.328 -3.129 1.766 -1.46
H 1.539 -4.186 1.541 0.62
H 0.576 -3.069 2.563 0.38
H 2.242 -2.632 2.123 0.39
C 1.275 0.118 5.864 -1.11
S 1.492 -0.942 4.447 1.17
O 2.925 -1.222 4.330 -0.70
O 0.620 -2.094 4.691 -0.70
O 1.007 -0.098 3.321 -1.00
H 1.754 -0.379 6.715 0.45
H 0.202 0.236 6.037 0.27
H 1.740 1.088 5.667 0.27
```


What is the multiplicity in the first record?
2


Which value of total charge does entry 2 give?
+2